Density functional theory data (the ωB97M-V functional and the def2-TZVPD basis) for one molecule with the formula C5H10O.

**Orbital gap**: 0.3935 Ha
**E_LUMO**: 1.139 eV
**SMILES string**: C[C@H]1CCOC1
**E**: -271.736247 hartree
**ΔE to the lowest compared entry with this formula, charge and spin**: 10.27 kcal per mole

```
! wB97M-V def2-TZVPD RIJCOSX def2/J DEFGRID3
* xyz 0 1
C 1.896 0.123 0.038
C 0.412 0.455 0.142
C -0.411 0.044 -1.088
C -1.787 -0.182 -0.477
O -1.531 -0.806 0.767
C -0.308 -0.299 1.284
H 2.364 0.655 -0.797
H 2.436 0.392 0.953
H 2.030 -0.954 -0.127
H 0.295 1.536 0.299
H -0.406 0.794 -1.885
H -0.026 -0.899 -1.497
H -2.432 -0.846 -1.059
H -2.311 0.778 -0.335
H -0.506 0.360 2.141
H 0.285 -1.152 1.640
*
```